{"formula": "C28H26AsCl2IrNO2PSSe3Te", "method": "ωB97M-V/def2-TZVPD", "energy_ev": -347224.4284, "homo_lumo_gap_ha": [0.176, 0.180], "homo_ev": [-0.6687, -0.7845], "e_above_lowest_ev": 0.000, "total_charge": -2, "symbols": ["Ir", "Se", "Se", "Te", "Se", "O", "C", "O", "C", "C", "C", "C", "C", "C", "P", "C", "C", "C", "C", "C", "C", "C", "C", "C", "C", "C", "C", "H", "H", "H", "H", "H", "H", "H", "H", "H", "H", "H", "H", "H", "H", "Cl", "C", "C", "C", "C", "C", "Cl", "C", "N", "H", "H", "H", "C", "As", "C", "C", "S", "H", "H", "H", "H", "H", "H", "H", "H", "H"], "positions_angstrom": [[0.825, -1.423, -0.403], [0.624, -2.625, 2.365], [2.466, -4.005, 2.841], [3.739, -4.034, 0.568], [1.891, -3.600, -1.013], [1.877, -0.303, -4.178], [1.344, 0.048, -3.137], [1.766, -0.149, -1.943], [0.103, 0.931, -3.212], [-0.240, 1.459, -4.452], [-1.308, 2.326, -4.589], [-2.060, 2.668, -3.473], [-1.743, 2.128, -2.238], [-0.663, 1.255, -2.087], [-0.309, 0.572, -0.420], [-2.009, 0.558, 0.279], [-2.957, -0.189, -0.425], [-4.241, -0.348, 0.065], [-4.605, 0.246, 1.266], [-3.679, 1.005, 1.964], [-2.387, 1.160, 1.473], [0.466, 1.973, 0.449], [0.766, 1.775, 1.796], [1.342, 2.786, 2.546], [1.666, 3.998, 1.944], [1.405, 4.187, 0.596], [0.799, 3.180, -0.149], [0.366, 1.158, -5.297], [-1.561, 2.733, -5.561], [-2.902, 3.345, -3.563], [-2.349, 2.382, -1.377], [-2.690, -0.652, -1.364], [-4.943, -0.962, -0.485], [-5.605, 0.110, 1.661], [-3.954, 1.473, 2.902], [-1.679, 1.753, 2.036], [0.554, 0.804, 2.231], [1.563, 2.623, 3.594], [2.133, 4.786, 2.523], [1.675, 5.121, 0.116], [0.599, 3.333, -1.202], [-2.815, -3.628, 1.118], [-2.853, -3.621, -0.626], [-3.908, -4.209, -1.274], [-3.995, -4.214, -2.668], [-2.960, -3.605, -3.373], [-1.894, -3.016, -2.733], [-0.636, -2.295, -3.700], [-1.748, -2.967, -1.296], [-0.820, -2.366, -0.631], [-4.683, -4.669, -0.672], [-4.826, -4.680, -3.179], [-2.969, -3.586, -4.457], [2.706, -0.346, 3.943], [3.791, -0.208, 2.350], [4.611, 1.548, 2.522], [5.302, -1.333, 2.779], [3.070, -0.254, 0.372], [3.217, 0.204, 4.736], [2.607, -1.403, 4.183], [1.715, 0.048, 3.769], [4.864, 1.755, 3.563], [3.914, 2.293, 2.141], [5.513, 1.560, 1.911], [5.749, -0.955, 3.702], [6.014, -1.287, 1.958], [4.951, -2.352, 2.914]], "forces_ev_per_angstrom": [[0.1261, 0.4988, -0.2800], [0.1126, 0.0193, 0.1090], [-0.0599, 0.0642, -0.0715], [0.0056, 0.0504, 0.0937], [0.0059, -0.1242, -0.0531], [0.0366, 0.0579, 0.0252], [-0.1029, 0.1486, -0.0014], [0.3143, -0.3948, -0.0351], [-0.0975, -0.0245, -0.0051], [-0.0274, 0.0124, -0.0034], [0.0108, -0.0076, -0.0159], [-0.0284, 0.0161, 0.0158], [0.0271, 0.0340, -0.0252], [0.0469, 0.0202, -0.0680], [-0.1935, -0.3630, 0.2711], [0.0150, -0.0279, -0.0868], [-0.0319, 0.0237, 0.0573], [0.0085, -0.0193, 0.0064], [-0.0053, 0.0025, 0.0056], [0.0019, 0.0036, -0.0025], [0.0207, -0.0025, 0.0314], [-0.0165, 0.0586, -0.0254], [0.0240, 0.0420, 0.0403], [-0.0607, 0.0009, 0.0018], [-0.0200, 0.0087, 0.0145], [0.0033, 0.0004, -0.0166], [-0.0041, -0.0130, -0.0057], [0.0002, 0.0008, 0.0006], [0.0033, -0.0028, -0.0018], [-0.0012, -0.0012, 0.0001], [0.0078, 0.0035, -0.0115], [0.0142, -0.0327, -0.0370], [-0.0037, -0.0001, -0.0027], [-0.0009, -0.0026, -0.0008], [0.0010, -0.0013, -0.0032], [-0.0249, -0.0106, -0.0108], [-0.0042, -0.0257, 0.0215], [0.0012, -0.0036, 0.0025], [0.0042, 0.0002, 0.0022], [-0.0011, 0.0014, 0.0009], [-0.0021, 0.0032, 0.0044], [-0.0392, 0.0044, -0.0230], [0.0529, 0.0176, 0.0325], [-0.0444, -0.0110, 0.0239], [0.0489, 0.0192, 0.0187], [-0.0324, -0.0089, -0.0958], [-0.0204, -0.0238, 0.1244], [0.0365, -0.0102, -0.0090], [0.0346, -0.0102, -0.1722], [-0.0600, 0.1769, 0.2041], [0.0058, 0.0009, 0.0065], [-0.0068, -0.0030, -0.0060], [0.0004, -0.0001, -0.0022], [0.0570, -0.0605, 0.0123], [-0.0159, 0.0810, 0.0503], [-0.0196, 0.0063, -0.0234], [0.0052, 0.0033, -0.0043], [-0.0788, -0.1151, -0.0511], [0.0503, -0.0045, -0.0035], [-0.0069, 0.0014, -0.0129], [-0.0786, 0.0393, -0.0016], [0.0199, -0.0059, 0.0104], [0.0476, -0.0519, 0.0318], [-0.0025, -0.0072, -0.0192], [-0.0041, -0.0068, -0.0300], [-0.0173, -0.0106, -0.0034], [-0.0375, -0.0351, 0.0015]]}



{"formula": "C28H26AuN11S2", "method": "ωB97M-V/def2-TZVPD", "energy_ev": -71195.2524, "spin_multiplicity": 3, "homo_lumo_gap_ha": [0.192, 0.131], "homo_ev": [-11.9343, -11.9305], "e_above_lowest_ev": 0.595, "total_charge": 2, "s2": 2.09, "symbols": ["Au", "S", "C", "N", "N", "C", "C", "C", "C", "C", "C", "N", "N", "C", "C", "C", "C", "C", "C", "H", "H", "H", "H", "H", "H", "H", "H", "H", "H", "H", "C", "C", "N", "N", "C", "S", "N", "N", "H", "H", "H", "H", "H", "H", "N", "C", "C", "C", "C", "C", "C", "N", "C", "C", "C", "C", "N", "C", "C", "H", "H", "H", "H", "H", "H", "H", "H", "H"], "positions_angstrom": [[-0.006, -0.137, -0.216], [0.547, -0.386, 2.107], [1.903, 0.728, 2.042], [2.219, 1.469, 3.085], [1.591, 1.320, 4.198], [1.566, 2.248, 5.208], [2.258, 3.464, 5.096], [2.101, 4.422, 6.076], [1.281, 4.182, 7.175], [0.620, 2.964, 7.300], [0.762, 1.995, 6.331], [2.651, 0.858, 0.955], [2.274, 0.497, -0.188], [3.138, 0.460, -1.244], [2.619, 0.396, -2.548], [3.465, 0.326, -3.632], [4.842, 0.281, -3.444], [5.368, 0.346, -2.157], [4.537, 0.443, -1.062], [0.961, 0.510, 4.307], [2.888, 3.637, 4.240], [2.613, 5.365, 5.983], [1.165, 4.940, 7.934], [-0.011, 2.778, 8.156], [0.252, 1.047, 6.426], [1.552, 0.426, -2.691], [3.059, 0.289, -4.630], [5.499, 0.205, -4.298], [6.439, 0.313, -2.019], [4.927, 0.485, -0.056], [-3.037, -4.731, -1.022], [-2.578, -3.601, -1.845], [-2.656, -3.524, -3.132], [-2.118, -2.348, -3.487], [-1.678, -1.660, -2.424], [-0.943, -0.158, -2.456], [-1.972, -2.452, -1.348], [-1.687, -2.106, -0.035], [-3.458, -5.484, -1.682], [-3.802, -4.420, -0.313], [-2.210, -5.175, -0.471], [-2.064, -2.069, -4.458], [-2.511, -1.740, 0.444], [-1.339, -2.911, 0.486], [-3.462, 6.536, -0.600], [-4.540, 7.360, -0.401], [-4.791, 8.686, -0.716], [-6.009, 9.216, -0.308], [-6.944, 8.451, 0.392], [-6.706, 7.131, 0.713], [-5.476, 6.575, 0.330], [-4.951, 5.350, 0.553], [-3.758, 5.337, -0.011], [-2.884, 4.182, 0.029], [-1.604, 4.154, -0.534], [-0.859, 2.993, -0.450], [-1.293, 1.893, 0.155], [-2.502, 1.912, 0.706], [-3.328, 3.016, 0.669], [-2.622, 6.792, -1.093], [-4.067, 9.294, -1.236], [-6.236, 10.247, -0.536], [-7.876, 8.912, 0.681], [-7.440, 6.533, 1.227], [-1.182, 5.009, -1.037], [0.129, 2.940, -0.884], [-2.809, 1.004, 1.206], [-4.306, 2.999, 1.119]], "forces_ev_per_angstrom": [[-0.3192, 0.0529, 0.1458], [0.1728, 0.1794, -0.2695], [-2.5978, -1.2795, 1.3477], [1.2651, 0.8241, -0.4835], [-0.9176, -0.7361, 0.1956], [0.2259, 0.4969, 0.1655], [0.0461, 0.1379, -0.0050], [0.1008, -0.1689, -0.2444], [0.0079, -0.0871, -0.0138], [-0.0173, -0.1437, -0.0489], [-0.0863, -0.1228, 0.0359], [2.6307, 0.8821, -1.8664], [-1.8464, -0.3214, 1.3766], [1.3778, 0.1272, -0.7565], [-0.1307, 0.0309, 0.3375], [0.1002, -0.0720, -0.0583], [-0.2021, 0.0926, 0.1391], [0.1068, -0.0235, 0.0928], [-0.2564, 0.0871, 0.1009], [0.1428, 0.2132, -0.0863], [0.0624, 0.0434, -0.1003], [0.0923, 0.0997, -0.0032], [-0.0268, 0.0488, 0.0578], [-0.0297, -0.0486, 0.0610], [-0.0764, -0.0736, 0.0028], [-0.0910, -0.0318, -0.0374], [-0.0727, 0.0100, -0.0881], [0.0529, -0.0068, -0.0242], [0.0407, -0.0027, 0.0597], [0.0924, -0.0064, 0.0096], [-0.0687, -0.1381, 0.1217], [-0.0362, 0.0964, -0.2355], [-0.5165, -0.9695, -0.0523], [0.4067, 0.6646, 0.9952], [-0.0712, -0.4658, -0.1035], [0.3890, 0.7359, 0.1227], [-0.1398, 0.0264, -0.8707], [-0.0154, 0.0415, 0.3103], [-0.0059, -0.0144, 0.0056], [-0.0536, 0.0198, 0.0476], [0.0600, -0.0623, 0.0497], [-0.0099, -0.0349, 0.1159], [0.0443, -0.1396, -0.2716], [0.0603, 0.1281, -0.2669], [0.3074, 0.0742, -0.2032], [-0.7070, -0.1973, 0.5879], [-0.3155, 0.4654, -0.0176], [0.7422, -0.1281, -0.2703], [-0.1592, -0.3859, 0.1110], [0.2150, 0.0556, -0.1382], [0.2349, 1.1817, -0.5476], [0.6708, -1.2327, -0.0113], [-0.9024, 0.3482, 0.3821], [0.2828, -0.3885, 0.0177], [-0.1802, -0.1308, 0.1084], [0.0242, 0.3221, -0.1126], [0.3854, -0.3524, -0.0989], [-0.3983, 0.1955, 0.1622], [0.1961, 0.0111, -0.1005], [-0.1029, -0.0757, 0.0747], [0.0398, 0.0725, -0.1072], [0.0093, 0.0622, -0.0160], [-0.1088, -0.0039, 0.0306], [-0.0676, -0.0771, 0.1574], [0.0443, 0.0766, -0.0498], [0.1190, 0.0594, -0.0859], [-0.1123, -0.0540, 0.0618], [-0.1075, 0.0126, 0.0544]]}